Record 1
Entry from the OMol25 dataset: 2 unconnected molecules or ions with the total composition C9H14O in a non-equilibrium geometry (ωB97M-V/def2-TZVPD).

Calculated values
HOMO-LUMO gap = 9.435 eV
LUMO level = 0.887 eV
DFT total energy = -426.535222 Eh
Strongest force on any atom = 2.8 eV/Å

The geometry in ORCA input format:
```
! RIJCOSX wB97M-V def2-TZVPD def2/J DEFGRID3
* xyz 0 1
C -2.2475 1.9665 -1.5085
C -1.6530 0.7340 -0.8407
C -1.2507 -0.3316 -1.6615
C -0.8815 -1.5758 -1.1634
C -0.7955 -1.6428 0.2252
O -0.4563 -2.8410 0.8382
C -0.8739 -0.5389 1.0618
C -1.2963 0.6665 0.5117
H -1.9024 2.8444 -0.9423
H -3.3278 2.0127 -1.4003
H -1.7037 2.0301 -2.4507
H -1.4266 -0.2907 -2.7372
H -0.5663 -2.4517 -1.7067
H -1.0563 -3.5228 0.5333
H -0.5598 -0.8777 2.0401
H -1.6184 1.5360 1.0769
C 2.6925 1.0036 1.1951
C 2.6444 -0.4548 0.8607
H 1.8420 1.5381 1.5483
H 3.4342 1.1408 2.0318
H 3.0622 1.5792 0.3416
H 2.1448 -0.5673 -0.1234
H 2.1736 -1.0748 1.6018
H 3.6224 -0.8820 0.6682
*
```


Record 2
Entry from the OMol25 dataset: 2 unconnected molecules or ions with the total composition C9H14O in a non-equilibrium geometry (ωB97M-V/def2-TZVPD).

Calculated values
HOMO-LUMO gap = 9.412 eV
LUMO level = 0.891 eV
DFT total energy = -426.558645 Eh
Strongest force on any atom = 1.9 eV/Å

The geometry in ORCA input format:
```
! RIJCOSX wB97M-V def2-TZVPD def2/J DEFGRID3
* xyz 0 1
C -2.4524 1.5522 -0.3546
C -1.6903 0.3548 0.1584
C -2.2389 -0.5922 1.0096
C -1.5302 -1.6953 1.4569
C -0.2237 -1.8952 1.0302
O 0.5027 -2.9954 1.3963
C 0.3577 -0.9533 0.2005
C -0.3656 0.1628 -0.2097
H -3.5129 1.3212 -0.4532
H -2.0943 1.7028 -1.3775
H -2.3858 2.4828 0.2035
H -3.2567 -0.4907 1.3763
H -1.9627 -2.4532 2.1042
H -0.0854 -3.7469 1.5440
H 1.3845 -1.0449 -0.1112
H 0.1871 0.7476 -0.9304
C 3.3212 1.7824 -2.2952
C 2.9447 3.0481 -1.4903
H 4.1646 1.2862 -1.8127
H 2.4324 1.2042 -2.4076
H 3.7000 2.0704 -3.2809
H 1.9471 3.3822 -1.7533
H 3.6198 3.8919 -1.6767
H 3.0526 2.8598 -0.4194
*
```


Record 3
Entry from the OMol25 dataset: 2 unconnected molecules or ions with the total composition C9H14O in a non-equilibrium geometry (ωB97M-V/def2-TZVPD).

Calculated values
HOMO-LUMO gap = 9.679 eV
LUMO level = 0.872 eV
DFT total energy = -426.539301 Eh
Strongest force on any atom = 3.4 eV/Å

The geometry in ORCA input format:
```
! RIJCOSX wB97M-V def2-TZVPD def2/J DEFGRID3
* xyz 0 1
C -0.8441 2.9637 -0.8304
C -0.6870 1.8198 0.1762
C -1.0753 0.5560 -0.1461
C -0.9879 -0.4146 0.9036
C -0.3932 -0.0985 2.1055
O -0.2661 -1.1375 3.0126
C 0.0271 1.2086 2.4015
C -0.2115 2.1717 1.4695
H -1.8696 3.1546 -1.1373
H -0.1725 2.7395 -1.6584
H -0.5358 3.8820 -0.3275
H -1.5249 0.1457 -1.0348
H -1.3837 -1.4115 0.7784
H 0.4866 -1.6875 2.8818
H 0.4646 1.3128 3.3838
H 0.0257 3.2133 1.6308
C 1.0177 -1.9930 -2.3643
C 1.2914 -2.6784 -1.0372
H 1.1473 -0.8985 -2.3860
H 1.5597 -2.4645 -3.1809
H -0.0459 -1.8911 -2.6025
H 0.5894 -3.4876 -0.8224
H 1.1065 -1.8970 -0.3001
H 2.2815 -3.1083 -0.9157
*
```


Record 4
Entry from the OMol25 dataset: 2 unconnected molecules or ions with the total composition C9H14O in a non-equilibrium geometry (ωB97M-V/def2-TZVPD).

Calculated values
HOMO-LUMO gap = 8.952 eV
LUMO level = 0.751 eV
DFT total energy = -426.505934 Eh
Strongest force on any atom = 5.5 eV/Å

The geometry in ORCA input format:
```
! RIJCOSX wB97M-V def2-TZVPD def2/J DEFGRID3
* xyz 0 1
C 1.0349 -1.0829 -0.9782
C 0.5677 0.3043 -1.1855
C 1.2750 1.4973 -1.0249
C 0.6637 2.7226 -0.6964
C -0.7315 2.8095 -0.7143
O -1.2563 3.9273 -0.3480
C -1.4303 1.6536 -1.1582
C -0.7652 0.4595 -1.3836
H 2.1600 -1.3438 -1.0231
H 0.7023 -1.8435 -1.6319
H 0.8979 -1.4132 0.0231
H 2.3513 1.3730 -1.0886
H 1.2924 3.6221 -0.4765
H -2.2678 3.8579 -0.5773
H -2.4549 1.8957 -1.4238
H -1.3202 -0.4301 -1.6631
C -0.7146 -1.9067 1.6704
C 0.5139 -2.6614 2.2123
H -1.1089 -2.1847 0.6686
H -1.4949 -1.9273 2.3314
H -0.2885 -0.8768 1.3518
H 1.3739 -2.0278 2.0794
H 0.7612 -3.6068 1.7596
H 0.2390 -2.8179 3.2765
*
```


Record 5
Entry from the OMol25 dataset: 2 unconnected molecules or ions with the total composition C9H14O in a non-equilibrium geometry (ωB97M-V/def2-TZVPD).

Calculated values
HOMO-LUMO gap = 9.294 eV
LUMO level = 0.813 eV
DFT total energy = -426.494224 Eh
Strongest force on any atom = 4.6 eV/Å

The geometry in ORCA input format:
```
! RIJCOSX wB97M-V def2-TZVPD def2/J DEFGRID3
* xyz 0 1
C -0.0981 -2.0291 2.6261
C 0.1269 -0.8704 1.7432
C -0.1990 0.4666 2.2049
C 0.3554 1.6107 1.4694
C 1.1024 1.2836 0.3858
O 1.2202 2.4473 -0.5227
C 1.4615 0.0007 -0.1445
C 0.9909 -1.0266 0.6515
H -0.3265 -1.6623 3.6224
H 0.6495 -2.7843 2.6259
H -1.0672 -2.4772 2.2193
H -0.8217 0.7751 3.0655
H 0.2288 2.6590 1.8027
H 2.0186 2.2567 -1.0583
H 2.1153 -0.0355 -1.0462
H 1.4777 -2.0188 0.5253
C -0.4709 0.1835 -2.1564
C -1.7570 0.1799 -2.9526
H 0.3821 0.1459 -2.7367
H -0.4781 1.1783 -1.6157
H -0.6062 -0.6053 -1.4501
H -1.9880 0.8729 -3.7553
H -2.4444 0.2667 -2.0314
H -1.8723 -0.8175 -3.4721
*
```


Record 6
Entry from the OMol25 dataset: 2 unconnected molecules or ions with the total composition C9H14O in a non-equilibrium geometry (ωB97M-V/def2-TZVPD).

Calculated values
HOMO-LUMO gap = 9.381 eV
LUMO level = 0.834 eV
DFT total energy = -426.546739 Eh
Strongest force on any atom = 1.5 eV/Å

The geometry in ORCA input format:
```
! RIJCOSX wB97M-V def2-TZVPD def2/J DEFGRID3
* xyz 0 1
C 1.0192 1.6590 2.3259
C 0.1514 0.5974 1.6760
C -0.8443 0.9399 0.7469
C -1.6140 0.0127 0.0685
C -1.3311 -1.3310 0.2943
O -1.8627 -2.3160 -0.5314
C -0.5071 -1.7167 1.3424
C 0.2212 -0.7387 2.0110
H 0.7839 2.7012 2.1147
H 1.9970 1.5692 1.8587
H 1.0377 1.5144 3.3944
H -1.0515 2.0012 0.5872
H -2.2826 0.2692 -0.7443
H -1.7482 -1.8869 -1.4014
H -0.4627 -2.6759 1.8517
H 0.8885 -1.1059 2.7757
C 2.5131 1.2753 -3.4373
C 1.1572 0.9008 -2.8548
H 2.3545 1.9950 -4.2366
H 3.1115 1.8370 -2.7044
H 3.1114 0.3990 -3.7088
H 0.6348 0.1701 -3.4496
H 0.5695 1.8124 -2.7108
H 1.3598 0.4088 -1.8824
*
```


Record 7
Entry from the OMol25 dataset: 2 unconnected molecules or ions with the total composition C9H14O in a non-equilibrium geometry (ωB97M-V/def2-TZVPD).

Calculated values
HOMO-LUMO gap = 9.370 eV
LUMO level = 0.860 eV
DFT total energy = -426.550745 Eh
Strongest force on any atom = 1.5 eV/Å

The geometry in ORCA input format:
```
! RIJCOSX wB97M-V def2-TZVPD def2/J DEFGRID3
* xyz 0 1
C -1.4657 2.4579 1.8676
C -0.6253 1.3069 1.3572
C -1.0410 0.0130 1.6836
C -0.1791 -1.0591 1.4989
C 1.0529 -0.8300 0.8876
O 1.9689 -1.8382 0.7314
C 1.3640 0.4159 0.3762
C 0.5543 1.5149 0.6624
H -0.9284 3.4073 1.7645
H -1.6333 2.3766 2.9363
H -2.3660 2.5810 1.2668
H -1.9216 -0.1339 2.2969
H -0.5579 -2.0653 1.6319
H 1.5187 -2.6869 0.6300
H 2.2735 0.3745 -0.2121
H 0.9168 2.5233 0.5140
C -0.4993 -1.3697 -2.2320
C 0.7619 -0.6278 -2.6710
H -1.3569 -1.0989 -2.8581
H -0.3644 -2.4096 -2.5552
H -0.8239 -1.3372 -1.1983
H 0.8032 -0.6219 -3.7600
H 0.9255 0.3393 -2.2216
H 1.6232 -1.2322 -2.3971
*
```


Record 8
Entry from the OMol25 dataset: 2 unconnected molecules or ions with the total composition C9H14O in a non-equilibrium geometry (ωB97M-V/def2-TZVPD).

Calculated values
HOMO-LUMO gap = 9.145 eV
LUMO level = 0.828 eV
DFT total energy = -426.543834 Eh
Strongest force on any atom = 2.1 eV/Å

The geometry in ORCA input format:
```
! RIJCOSX wB97M-V def2-TZVPD def2/J DEFGRID3
* xyz 0 1
C 2.5173 -1.6953 -2.4276
C 1.8562 -0.5015 -1.7715
C 2.3368 0.1487 -0.6448
C 1.6240 1.2098 -0.0945
C 0.4503 1.6613 -0.6712
O -0.4609 2.3952 0.0246
C 0.0964 1.1705 -1.9260
C 0.8256 0.1403 -2.4890
H 2.6926 -2.5224 -1.7395
H 3.4806 -1.3918 -2.8660
H 1.9624 -1.9957 -3.3147
H 3.0976 -0.3798 -0.0935
H 1.9539 1.6745 0.8343
H -0.0942 2.6380 0.8791
H -0.6300 1.6358 -2.5834
H 0.6220 -0.1766 -3.4989
C -2.5123 0.0106 3.3141
C -3.0823 -1.0215 2.3259
H -1.5435 0.2926 2.8790
H -3.0373 0.9615 3.3373
H -2.2514 -0.4618 4.2579
H -2.7672 -0.8280 1.3036
H -2.9586 -2.0462 2.6542
H -4.1778 -0.9180 2.3106
*
```


Record 9
Entry from the OMol25 dataset: 2 unconnected molecules or ions with the total composition C9H14O in a non-equilibrium geometry (ωB97M-V/def2-TZVPD).

Calculated values
HOMO-LUMO gap = 9.671 eV
LUMO level = 0.929 eV
DFT total energy = -426.551402 Eh
Strongest force on any atom = 1.5 eV/Å

The geometry in ORCA input format:
```
! RIJCOSX wB97M-V def2-TZVPD def2/J DEFGRID3
* xyz 0 1
C 0.7978 -2.6932 1.6151
C 0.1156 -1.5135 0.9733
C 0.3913 -0.2480 1.4692
C -0.3558 0.8273 0.9933
C -1.3086 0.6223 0.0069
O -2.1021 1.6724 -0.4281
C -1.5766 -0.6409 -0.4934
C -0.8635 -1.7152 -0.0057
H 0.9622 -3.5585 0.9615
H 0.1625 -3.1288 2.3874
H 1.7527 -2.4130 2.0457
H 1.1770 -0.1521 2.2002
H -0.4673 1.8312 1.3668
H -1.5840 2.2813 -0.9645
H -2.3124 -0.7597 -1.2770
H -1.0418 -2.7493 -0.2739
C 2.2763 0.9186 -1.4690
C 1.5661 2.2196 -1.8930
H 3.3601 1.0199 -1.5843
H 2.0693 0.6834 -0.4426
H 2.0028 0.0749 -2.0988
H 2.2556 2.9124 -2.3849
H 1.0304 2.6823 -1.0695
H 0.9322 1.9833 -2.7591
*
```


Record 10
Entry from the OMol25 dataset: a single C9H14O2 molecule in a non-equilibrium geometry (ωB97M-V/def2-TZVPD).

Calculated values
HOMO-LUMO gap = 9.711 eV
LUMO level = 0.448 eV
DFT total energy = -501.767373 Eh
Strongest force on any atom = 4.8 eV/Å

The geometry in ORCA input format:
```
! RIJCOSX wB97M-V def2-TZVPD def2/J DEFGRID3
* xyz 0 1
C -1.7128 -0.2471 1.7738
C -2.1374 -0.0323 0.2383
C -1.7097 -1.0008 -0.7636
C -0.3230 -0.6110 -1.5748
C 0.8195 -0.4663 -0.6446
C 1.5052 0.7062 -0.3069
C 1.1606 2.1088 -0.5141
C 2.4912 0.3100 0.6262
O 2.5382 -1.1662 0.6701
C 1.5260 -1.6757 -0.1014
O 1.2480 -2.8586 -0.1124
H -2.2582 -0.9319 2.3248
H -1.7813 0.7371 2.2799
H -0.6595 -0.4612 1.9050
H -1.7305 1.0509 0.0368
H -3.1854 0.2248 0.1583
H -2.5195 -1.1691 -1.3936
H -1.4817 -1.9658 -0.3704
H -0.2342 -1.4165 -2.3153
H -0.5280 0.2719 -2.1284
H 0.1987 2.3357 0.0886
H 0.7921 2.2175 -1.5819
H 2.0616 2.7606 -0.3874
H 3.5562 0.6185 0.4164
H 2.3642 0.6606 1.6765
*
```


Record 11
Entry from the OMol25 dataset: 2 unconnected molecules or ions with the total composition C9H14O2SSi in a non-equilibrium geometry (ωB97M-V/def2-TZVPD).

Calculated values
HOMO-LUMO gap = 8.341 eV
LUMO level = 0.418 eV
DFT total energy = -1189.471820 Eh
Strongest force on any atom = 5.5 eV/Å

The geometry in ORCA input format:
```
! RIJCOSX wB97M-V def2-TZVPD def2/J DEFGRID3
* xyz 0 1
C 1.1486 -2.1032 -3.5307
C 0.5307 -1.0444 -2.6660
C -0.8118 -1.2781 -2.3251
C -1.4507 -0.3744 -1.5128
C -0.8590 0.7387 -0.9712
S -1.6972 1.8363 0.0343
O -0.6282 2.9835 0.2926
C 0.4534 0.9757 -1.3792
C 1.2807 0.1006 -2.1226
H 2.0394 -1.7465 -4.1128
H 1.5744 -2.8517 -2.8644
H 0.4491 -2.3968 -4.2724
H -1.1928 -2.2022 -2.7456
H -2.5189 -0.5806 -1.3157
H -0.1863 2.9193 1.2021
H 1.0445 1.7865 -0.9997
H 2.2948 0.2965 -2.3753
C 0.8896 -0.6555 2.3858
Si 0.2358 0.9652 3.0925
C -1.4487 0.8028 4.0054
O 1.0331 2.2616 2.9393
H 2.0086 -0.7094 2.4229
H 0.6140 -1.6249 2.8301
H 0.5419 -0.5269 1.3674
H -1.3907 0.6420 5.0969
H -1.8535 1.7514 3.7820
H -2.1007 0.0342 3.7422
*
```


Record 12
Entry from the OMol25 dataset: a single C9H14O3S molecule in a non-equilibrium geometry (ωB97M-V/def2-TZVPD).

Calculated values
HOMO-LUMO gap = 7.994 eV
LUMO level = 0.004 eV
DFT total energy = -975.063206 Eh
Strongest force on any atom = 5.2 eV/Å

The geometry in ORCA input format:
```
! RIJCOSX wB97M-V def2-TZVPD def2/J DEFGRID3
* xyz 0 1
C 1.2564 -2.6742 2.4067
O 0.0273 -2.0327 2.4088
S -0.0500 -0.3918 2.5415
O 0.5892 0.0171 3.6888
C 0.5531 0.4832 1.2848
C 0.0643 0.4255 -0.0251
C 0.3148 1.3093 -0.9953
C 1.2327 2.5045 -0.7932
C -0.1375 1.3015 -2.3506
O 0.3844 1.9537 -3.2468
C -1.1116 0.2040 -2.7272
C -1.8065 -0.3505 -1.4315
C -0.8602 -0.6881 -0.3577
H 1.7642 -2.0981 1.5581
H 1.0662 -3.7368 2.3996
H 1.8212 -2.3015 3.2704
H -1.4187 -0.3686 2.8160
H 1.0561 1.2787 1.7200
H 0.7631 3.2793 -0.2198
H 1.4529 2.8370 -1.8115
H 2.1982 2.4221 -0.2388
H -1.8196 0.7707 -3.3450
H -0.7572 -0.6154 -3.4383
H -2.4847 -1.3073 -1.6683
H -2.5769 0.3714 -1.0427
H -0.1848 -1.4612 -0.8061
H -1.3364 -1.1316 0.4031
*
```


Q: The lowest LUMO level belongs to which entry?
A: C9H14O3S